Below is 8 unconnected molecules or ions with the total composition C57H58F8N3O2 at a distorted geometry, with properties calculated with ωB97M-V/def2-TZVPD.

XYZ file:
```
128
Properties=species:S:1:pos:R:3
C -3.61150 8.50291 2.75466
C -3.80198 6.92263 3.26026
C -4.48302 6.12808 1.98881
C -4.32330 4.49695 2.04140
C -4.61151 3.81722 3.50544
C -3.30320 3.69199 4.48530
C -2.40735 2.33401 4.28171
C -1.82687 2.11882 2.75217
C -2.91549 1.17873 1.96277
C -2.45602 0.70743 0.45609
C -2.42080 1.90894 -0.70810
C -1.99469 1.34472 -2.22467
C -1.69339 -0.29771 -2.32382
C -1.28955 -1.04709 -3.74758
O -0.81553 -2.31808 -3.68965
N -1.46075 -0.42706 -5.11889
C -2.80674 -0.82629 -5.75145
O -3.00778 -0.78326 -7.09780
F -3.92990 -1.31387 -4.91753
N -1.80203 -1.09886 -1.04774
N -2.14751 -0.72822 0.21659
H -2.88817 8.99859 3.54658
H -4.63303 9.05975 2.62308
H -2.98603 8.41948 1.74181
H -2.69908 6.53045 3.44696
H -4.50674 6.81840 4.18908
H -5.61336 6.45037 1.77958
H -3.88660 6.49430 1.02255
H -3.29147 4.22709 1.55945
H -5.15332 4.05792 1.30440
H -5.43041 4.49357 4.04216
H -5.11072 2.73640 3.42768
H -3.72744 3.64523 5.59995
H -2.56974 4.60349 4.45877
H -1.47691 2.36680 5.01029
H -3.02590 1.36333 4.58166
H -0.81016 1.50682 2.88057
H -1.53371 3.10824 2.19987
H -3.02224 0.18255 2.61018
H -3.98945 1.63790 1.87038
H -2.68909 3.02816 -0.48021
H -1.94867 2.04925 -3.16298
H -0.74490 -0.92328 -5.72759
H -1.56636 -2.13254 -1.17074
F 0.13534 1.18339 4.83419
C 0.98884 0.65922 5.72380
C 2.07976 1.40917 6.14938
C 2.96582 0.86573 7.07952
C 2.75683 -0.42714 7.56592
C 1.66171 -1.17384 7.12880
C 0.76977 -0.62594 6.20723
H 2.23060 2.40846 5.75429
H 3.81745 1.44684 7.42448
H 3.45067 -0.85228 8.28801
H 1.50339 -2.18142 7.50567
H -0.09160 -1.18898 5.86349
F 0.40217 2.58479 0.61485
C 1.45413 2.51159 -0.21137
C 1.25690 2.15166 -1.53998
C 2.35127 2.08031 -2.40186
C 3.63339 2.35941 -1.92222
C 3.82170 2.71488 -0.58577
C 2.72585 2.79698 0.27296
H 0.25485 1.93031 -1.89262
H 2.20670 1.80742 -3.44425
H 4.48723 2.29930 -2.59373
H 4.82101 2.92765 -0.21375
H 2.85303 3.08046 1.31248
F 3.42706 -0.34408 3.29967
C 2.93558 -1.18914 2.38374
C 3.61108 -2.37429 2.11400
C 3.09696 -3.25688 1.16411
C 1.91761 -2.93892 0.48601
C 1.24962 -1.74454 0.76018
C 1.75798 -0.86755 1.71804
H 4.53018 -2.60051 2.64461
H 3.61338 -4.18966 0.95156
H 1.51937 -3.62552 -0.25800
H 0.33410 -1.49730 0.22820
H 1.24682 0.06092 1.94999
F 3.42540 -6.39551 3.57207
C 2.93392 -7.24058 2.65615
C 3.60942 -8.42573 2.38641
C 3.09530 -9.30832 1.43651
C 1.91595 -8.99036 0.75842
C 1.24796 -7.79598 1.03258
C 1.75632 -6.91899 1.99044
H 4.52852 -8.65195 2.91701
H 3.61172 -10.24110 1.22396
H 1.51771 -9.67696 0.01440
H 0.33244 -7.54874 0.50060
H 1.24516 -5.99052 2.22240
F 3.35035 -3.18882 -2.97137
C 2.85887 -4.03389 -3.88729
C 3.53437 -5.21904 -4.15703
C 3.02025 -6.10163 -5.10693
C 1.84090 -5.78367 -5.78502
C 1.17291 -4.58929 -5.51085
C 1.68127 -3.71230 -4.55300
H 4.45347 -5.44526 -3.62643
H 3.53667 -7.03441 -5.31948
H 1.44266 -6.47027 -6.52904
H 0.25739 -4.34205 -6.04284
H 1.17011 -2.78383 -4.32104
F 6.89870 3.68903 -1.01012
C 6.85795 4.98312 -1.35402
C 5.87819 5.80549 -0.80865
C 5.83856 7.15412 -1.16248
C 6.77346 7.66336 -2.06714
C 7.74989 6.82875 -2.61298
C 7.79611 5.48286 -2.25037
H 5.15525 5.39044 -0.11399
H 5.08134 7.80713 -0.73569
H 6.73941 8.71431 -2.34627
H 8.47392 7.22643 -3.32004
H 8.55381 4.82201 -2.65816
F -9.75415 -5.54871 -5.98533
C -8.66472 -4.81797 -5.71373
C -7.40959 -5.30609 -6.06021
C -6.27537 -4.54328 -5.78226
C -6.40837 -3.30440 -5.15037
C -7.67214 -2.82539 -4.80199
C -8.80681 -3.58336 -5.09015
H -7.32513 -6.27425 -6.54290
H -5.29017 -4.91249 -6.05614
H -5.52311 -2.71178 -4.92974
H -7.77284 -1.86273 -4.30655
H -9.79741 -3.22221 -4.83439
```

## Properties
* total charge: +1
* energy: -90334.3339 eV
* E_LUMO: -6.09 eV
* spin multiplicity: 1
* molecular weight: 969.1 g/mol

=====

Below is C17H28N4O3 in the gas phase, with properties calculated with ωB97M-V/def2-TZVPD.

XYZ file:
```
52
Properties=species:S:1:pos:R:3
C 4.51913 -4.90886 -3.38384
C 4.18063 -4.27183 -2.04130
C 2.69690 -3.92213 -1.94628
C 2.28319 -3.38268 -0.57698
C 2.84524 -1.99208 -0.28963
C 2.44613 -1.48121 1.09514
N 1.00261 -1.38049 1.24821
C 0.32565 -0.35745 0.65212
O 1.06931 0.52504 0.00001
C -1.04528 -0.24404 0.73163
C -1.75969 0.83901 0.09557
N -1.11278 1.73386 -0.55758
N -1.63847 2.73730 -1.26918
C -0.68927 3.81022 -1.48178
C -0.42223 4.61557 -0.20244
C -1.41243 5.75459 0.06607
C -2.86905 5.48762 -0.33363
C -3.37452 4.07067 -0.05757
C -3.03459 3.10031 -1.19607
C -1.80382 -1.22726 1.46726
O -3.00772 -1.25304 1.61426
N -1.00854 -2.21735 2.04642
C 0.35109 -2.35648 1.98799
O 0.93874 -3.25425 2.54465
H 3.95150 -5.82596 -3.52588
H 5.57832 -5.14946 -3.43814
H 4.27937 -4.22959 -4.19924
H 4.78429 -3.37172 -1.91377
H 4.43801 -4.96384 -1.23652
H 2.44858 -3.18618 -2.71510
H 2.11530 -4.82344 -2.15380
H 1.19175 -3.33955 -0.53767
H 2.60990 -4.07340 0.20281
H 2.49676 -1.28953 -1.04868
H 3.93452 -2.01528 -0.32511
H 2.78786 -2.17538 1.86502
H 2.87570 -0.49195 1.26685
H 0.42094 1.20294 -0.37920
H -2.83845 0.80620 0.22040
H -1.06572 4.45209 -2.27907
H 0.24291 3.34814 -1.81766
H 0.58197 5.03984 -0.25054
H -0.43069 3.90980 0.63156
H -1.08199 6.64868 -0.46748
H -1.37218 5.98500 1.13293
H -3.00164 5.69877 -1.39750
H -3.49421 6.20041 0.20831
H -2.96653 3.69530 0.88241
H -4.46154 4.09563 0.04122
H -3.29816 3.55751 -2.15532
H -3.61913 2.18391 -1.09667
H -1.49810 -2.92499 2.58285
```

## Properties
* total charge: 0
* SMILES: CCCCCCn1c(O)c(/C=N/N2CCCCCC2)c(=O)[nH]c1=O
* energy: -30187.4990 eV
* E_LUMO: 0.73 eV
* spin multiplicity: 1
* molecular weight: 336.4 g/mol

=====

Below is a molecular structure, C7H9BF2N5NiO2S2, with properties calculated with ωB97M-V/def2-TZVPD.

XYZ file:
```
29
Properties=species:S:1:pos:R:3
Ni 0.93065 0.32676 -0.53396
N 0.00007 1.89187 1.30944
N 0.73840 1.48747 2.39220
C 1.87103 0.75348 2.26219
N 2.54196 0.55976 3.41463
N 2.16355 0.24841 1.07086
N 3.31582 -0.50516 0.92566
O 3.44306 -1.04445 -0.13807
O 4.16455 -0.57383 1.82931
H 0.02668 2.87654 1.10906
H -0.86674 1.38879 1.18707
H 0.57889 1.91484 3.29154
H 2.33190 1.16371 4.18886
H 3.46327 0.15607 3.31764
S -0.39980 -1.29206 0.35666
C -1.67783 -1.39345 -0.83679
C -2.75521 -2.26834 -0.66987
C -3.77354 -2.35173 -1.60657
C -3.72655 -1.55204 -2.74502
C -2.66175 -0.68378 -2.92641
C -1.63034 -0.58896 -1.98860
S -0.29560 0.52237 -2.28497
H -2.78009 -2.88934 0.21845
H -4.59747 -3.03920 -1.45112
H -4.51258 -1.60819 -3.48963
H -2.61148 -0.06022 -3.81223
F 2.58761 1.86270 -2.49421
B 1.97537 1.76322 -1.29855
F 2.15617 2.93477 -0.59757
```

## Properties
* total charge: -1
* energy: -87777.7823 eV
* E_LUMO: 2.44 eV
* spin multiplicity: 1
* molecular weight: 366.8 g/mol